1.
A single C5H8 molecule. Source: OMol25; level of theory: ωB97M-V with the def2-TZVPD basis set.

Computed properties:
Calculated total energy ... -195.16438 Ha
E_HOMO ... -8.3 eV
Orbital gap ... 8.6 eV
Relative energy (zero: lowest compared OMol25 entry of this formula, charge and spin) ... 335.1 kJ/mol

```
13
C5H8, DFT ωB97M-V with the def2-TZVPD basis set
C 1.2146 -0.6148 -0.1572
C 0.5969 0.4826 0.7345
C -0.6385 0.9046 -0.0715
C -1.1192 -0.5326 -0.4097
C -0.0100 -1.4627 0.0823
H 1.3371 -0.2890 -1.2048
H 2.1617 -1.0163 0.2179
H 1.2790 1.2145 1.1708
H -0.4057 1.5296 -0.9438
H -1.3667 1.4524 0.5335
H -2.0998 -0.7539 0.0287
H -1.1876 -0.7461 -1.4915
H 0.1747 -0.0841 1.5857
```

2.
A molecular structure, C5H8Ag5BBr4F4O3. Source: OMol25; level of theory: ωB97M-V with the def2-TZVPD basis set.

Computed properties:
Charge ... +2
Calculated total energy ... -11875.75555 Ha
E_HOMO ... -14.6 eV
Orbital gap ... 4.7 eV
Relative energy (zero: lowest compared OMol25 entry of this formula, charge and spin) ... 288.7 kJ/mol

```
30
C5H8Ag5BBr4F4O3, DFT ωB97M-V with the def2-TZVPD basis set
Ag -1.4759 0.2767 1.5803
Ag 0.2795 2.4189 -1.4177
Ag -1.3728 -1.2551 -3.5936
Ag -3.0067 1.4143 -2.1955
Ag 1.8900 -0.6128 -3.4725
C -0.3404 -0.4331 -0.9862
O 0.2405 0.3924 -0.1827
O 0.3049 -1.2005 -1.8147
O -1.6012 -0.1727 -1.2285
B -4.1605 -0.1597 -4.4738
F -3.5180 -0.6535 -3.3189
F -3.3118 -0.4119 -5.5441
F -5.4197 -0.6755 -4.6357
F -4.1990 1.2576 -4.2141
Br 0.4779 -1.7565 2.6550
C 1.1321 -2.9169 1.2614
C 2.5226 -2.3875 0.9511
Br 3.3017 -3.6006 -0.4333
H 0.5225 -2.8759 0.3645
H 1.2039 -3.9427 1.6100
H 3.2174 -2.3431 1.7853
H 2.5460 -1.3935 0.5107
Br 0.9011 4.3614 4.7266
C 0.8643 2.5379 3.9534
C 1.6105 2.5269 2.6115
Br 3.5117 2.5318 2.9472
H -0.1676 2.2137 3.8056
H 1.3433 1.8385 4.6324
H 1.2902 3.4117 2.0622
H 1.4137 1.6094 2.0544
```

3.
2 unconnected molecules or ions with the total composition C5H8BN. Source: OMol25; level of theory: ωB97M-V with the def2-TZVPD basis set.

Computed properties:
Calculated total energy ... -274.77086 Ha
SMILES string ... B/N=C/C=C.C#C
E_HOMO ... -9.4 eV
Orbital gap ... 9.9 eV
Relative energy (zero: lowest compared OMol25 entry of this formula, charge and spin) ... 393.2 kJ/mol

```
15
C5H8BN, DFT ωB97M-V with the def2-TZVPD basis set
B -1.6095 -0.4396 -1.0368
C 1.3422 -3.0127 -0.2696
C 0.7486 1.7023 0.8848
C 0.2182 -3.4437 -0.0541
C 0.2208 0.3829 0.6252
C 0.8294 2.5505 -0.1154
N -0.7992 0.0745 -0.0456
H -2.7095 -0.9028 -1.0705
H -1.0655 -0.2719 -2.0975
H 2.3472 -2.8935 -0.6383
H 1.3334 1.8164 1.7407
H -0.7236 -3.8187 0.2511
H 0.9058 -0.4328 1.2300
H 0.4542 2.5796 -1.1615
H 1.4639 3.5045 0.0586
```

4.
2 unconnected molecules or ions with the total composition C5H8BN. Source: OMol25; level of theory: ωB97M-V with the def2-TZVPD basis set.

Computed properties:
Calculated total energy ... -274.76739 Ha
SMILES string ... B/N=C\C=C.C#C
E_HOMO ... -9.5 eV
Orbital gap ... 9.7 eV
Relative energy (zero: lowest compared OMol25 entry of this formula, charge and spin) ... 402.3 kJ/mol

```
15
C5H8BN, DFT ωB97M-V with the def2-TZVPD basis set
B -0.9825 1.1613 1.2123
C -2.4389 0.7016 -1.3084
C 1.4943 -1.4521 0.2754
C -1.4155 0.9628 -1.8706
C 0.1291 -0.8707 -0.0311
C 2.5592 -0.7327 0.6943
N -0.4712 0.0543 0.6249
H -1.8203 1.2315 2.1185
H -0.6184 2.2091 0.5306
H -3.1911 0.4028 -0.6350
H 1.5475 -2.3726 -0.2358
H -0.5264 1.1142 -2.4023
H -0.2878 -1.3008 -0.9269
H 2.6522 0.2997 1.0564
H 3.3697 -1.4084 0.8975
```

5.
A molecular structure, C5H8BeBrClNO2. Source: OMol25; level of theory: ωB97M-V with the def2-TZVPD basis set.

Computed properties:
Charge ... +1
Calculated total energy ... -3449.03068 Ha
E_HOMO ... -12.9 eV
Orbital gap ... 4.4 eV

```
19
C5H8BeBrClNO2, DFT ωB97M-V with the def2-TZVPD basis set
C -1.0163 2.4300 -0.7377
C -1.4396 0.9468 -0.6515
C -0.2892 0.0266 -1.0627
Br -0.9035 -1.6028 -1.9543
N 0.6675 -0.2087 0.0379
C 0.4511 -1.2527 0.8329
Cl 1.5259 -2.7453 0.5175
C 0.9913 -0.7644 2.4005
O 2.1637 -0.5101 2.4647
O 0.0908 -0.7796 3.2001
H -1.3954 2.8891 -1.6467
H 0.0639 2.5538 -0.7584
H -1.4814 2.9639 0.0846
H -2.1989 0.8048 -1.4153
H -1.8644 0.6788 0.3123
H 0.2625 0.5697 -1.8219
H 1.6317 -0.1893 -0.2835
H -0.5932 -1.5259 0.9378
Be 3.3335 -4.2846 -0.4565
```

6.
A single C5H8Br2O molecule. Source: OMol25; level of theory: ωB97M-V with the def2-TZVPD basis set.

Computed properties:
Calculated total energy ... -5418.51608 Ha
SMILES string ... CC[C@@]1(Br)O[C@@]1(C)Br
E_HOMO ... -9.6 eV
Orbital gap ... 10.3 eV
Relative energy (zero: lowest compared OMol25 entry of this formula, charge and spin) ... 116.4 kJ/mol

```
16
C5H8Br2O, DFT ωB97M-V with the def2-TZVPD basis set
C 0.1372 -1.1748 -0.7772
C -0.0083 -0.5809 0.6869
C 1.4725 -1.2665 -1.4584
C -0.7805 1.7934 0.6757
C -1.0421 0.3677 1.0805
O -0.2323 -1.8593 0.3608
Br -1.2291 -0.5391 -2.0544
Br 1.5896 -0.2019 1.6294
H 1.6245 -2.1232 -1.9980
H 2.1419 -1.0928 -0.5826
H 1.4907 -0.3379 -2.1064
H 0.1125 2.2953 1.1538
H -1.6294 2.3671 1.0744
H -0.4838 1.8675 -0.4571
H -1.9731 0.0405 0.6400
H -1.1905 0.4449 2.1328
```

7.
A gas-phase ion, C5H8Br2P (charge +1). Source: OMol25; level of theory: ωB97M-V with the def2-TZVPD basis set.

Computed properties:
Charge ... +1
Calculated total energy ... -5684.36110 Ha
E_HOMO (alpha / beta) ... -13.4 / -13.4 eV
Orbital gap (alpha / beta) ... 6.4 / 6.4 eV
Relative energy (zero: lowest compared OMol25 entry of this formula, charge and spin) ... 142.3 kJ/mol

```
16
C5H8Br2P, DFT ωB97M-V with the def2-TZVPD basis set
C 1.2254 0.1720 0.0954
C -0.1751 0.0584 -0.0855
C 2.2683 -0.8005 -0.1925
C -0.9210 -1.1291 0.0350
C -0.9447 1.3074 -0.2353
P 3.9123 0.1240 -0.8790
Br 4.0386 1.8712 0.5112
Br 5.3719 -1.5246 -0.1438
H 1.5142 1.2511 0.2321
H 2.4828 -1.0368 0.8825
H 2.1698 -1.7630 -0.6560
H -0.3575 -2.0528 0.3338
H -1.8504 -1.3607 -0.2725
H -1.1707 1.6987 -1.2832
H -0.3615 2.0861 0.2175
H -1.8624 1.3594 0.3821
```

8.
A gas-phase ion, C5H8BrN2 (charge +1). Source: OMol25; level of theory: ωB97M-V with the def2-TZVPD basis set.

Computed properties:
Charge ... +1
Calculated total energy ... -2878.48234 Ha
SMILES string ... C/C=[NH+]/C=N\C=C/Br
E_HOMO ... -14.2 eV
Orbital gap ... 8.7 eV
Relative energy (zero: lowest compared OMol25 entry of this formula, charge and spin) ... 395.3 kJ/mol

```
16
C5H8BrN2, DFT ωB97M-V with the def2-TZVPD basis set
C 0.7976 -0.6845 -1.3654
C 0.6064 -1.5651 0.7482
C 1.1880 0.6550 -0.9129
C -0.2002 0.7071 0.6130
C -1.5917 0.9710 0.0528
N 0.8745 -1.6266 -0.5226
N -0.1652 -0.5697 1.2242
Br 2.8632 0.5061 0.0951
H 0.4133 -1.0379 -2.3505
H 0.6257 -2.4580 1.3187
H 1.1477 1.4784 -1.5882
H 0.3264 1.3650 1.2902
H -2.3049 1.1055 0.8602
H -1.8801 0.0125 -0.6074
H -1.6808 1.9136 -0.4562
H -1.0199 -0.7723 1.6009
```

In the order shown, the computed maximum force values come out to 0.79 4.32 4.28 3.69 5.94 4.19 6.73 3.46 eV Å⁻¹.